1.
{"formula": "C5H14", "method": "ωB97M-V/def2-TZVPD", "homo_ev": -11.294, "de_lowest_kj_mol": 86.97, "smiles": "CCC.CC", "orbital_gap_ev": 12.43, "lumo_energy_ha": 0.0419, "symbols": ["C", "C", "H", "H", "H", "H", "H", "H", "C", "C", "C", "H", "H", "H", "H", "H", "H", "H", "H"], "coordinates": [[-2.820, 0.088, 0.511], [-3.040, -1.438, 0.548], [-2.753, 0.622, -0.428], [-3.660, 0.590, 1.123], [-1.915, 0.415, 1.065], [-2.720, -1.690, 1.571], [-3.977, -1.699, 0.032], [-2.279, -1.930, -0.067], [1.936, 1.086, -0.471], [0.994, 0.018, 0.089], [3.268, 0.450, -0.767], [1.536, 1.499, -1.439], [2.141, 1.919, 0.230], [0.468, -0.539, -0.678], [3.872, 0.271, 0.101], [0.131, 0.424, 0.654], [1.596, -0.584, 0.777], [3.332, -0.477, -1.363], [3.889, 0.973, -1.487]], "lowdin_charge": [-0.198, -0.166, 0.051, 0.084, 0.037, 0.072, 0.069, 0.048, -0.315, -0.126, -0.166, 0.113, 0.107, 0.069, 0.062, 0.046, 0.074, 0.078, 0.060]}


2.
{"formula": "C33H44N4P2Sr", "method": "ωB97M-V/def2-TZVPD", "homo_ev": -7.252, "de_lowest_kj_mol": 222.27, "orbital_gap_ev": 6.18, "lumo_energy_ha": -0.0395, "symbols": ["Sr", "C", "C", "C", "C", "C", "C", "C", "C", "C", "H", "H", "H", "H", "H", "H", "H", "H", "H", "H", "H", "H", "H", "H", "H", "P", "P", "N", "N", "N", "N", "C", "C", "C", "C", "C", "C", "C", "C", "C", "C", "C", "C", "C", "C", "C", "C", "C", "C", "H", "H", "H", "H", "H", "H", "H", "H", "H", "H", "H", "H", "H", "H", "H", "H", "H", "H", "H", "H", "C", "C", "C", "C", "C", "C", "H", "H", "H", "H", "H", "H", "H", "H", "H"], "coordinates": [[-0.974, 2.254, -2.302], [-2.129, 2.792, 3.214], [-0.840, 2.657, 2.820], [-0.246, 1.389, 2.231], [-0.997, 0.843, 0.997], [-2.238, -0.012, 1.173], [-3.019, -0.090, 2.253], [-2.642, 0.280, 3.658], [-2.865, 1.759, 4.026], [-3.302, 1.712, -2.962], [-2.672, 3.784, 3.098], [-0.101, 3.453, 2.863], [-0.078, 0.633, 3.002], [0.785, 1.677, 1.958], [-1.251, 1.741, 0.410], [-0.303, 0.219, 0.403], [-2.579, -0.557, 0.263], [-4.038, -0.524, 2.184], [-1.622, -0.071, 3.863], [-3.274, -0.333, 4.329], [-3.904, 2.017, 3.839], [-2.790, 1.894, 5.129], [-3.687, 2.668, -2.586], [-3.862, 0.894, -2.464], [-3.553, 1.664, -4.027], [0.977, -2.723, -1.734], [3.385, -0.693, -0.550], [-0.016, -3.848, -0.798], [1.217, -3.931, -3.144], [3.407, -1.247, 1.235], [5.099, -0.261, -0.660], [2.484, -3.271, -0.854], [3.714, -2.414, -1.098], [-1.409, -3.786, -0.681], [-1.883, -4.998, -0.180], [-0.741, -5.841, 0.012], [0.382, -5.106, -0.338], [0.931, -3.609, -4.465], [1.459, -4.585, -5.310], [2.092, -5.564, -4.480], [1.887, -5.150, -3.160], [2.403, -0.752, 2.061], [2.427, -1.414, 3.282], [3.459, -2.395, 3.203], [4.007, -2.302, 1.927], [6.173, -0.612, 0.159], [7.346, -0.069, -0.350], [7.000, 0.564, -1.586], [5.641, 0.386, -1.777], [2.776, -4.278, -1.152], [2.235, -3.345, 0.210], [4.540, -2.866, -0.536], [4.006, -2.399, -2.158], [-1.915, -2.867, -0.925], [-2.919, -5.238, 0.016], [-0.736, -6.873, 0.333], [1.424, -5.339, -0.210], [0.400, -2.701, -4.680], [1.391, -4.603, -6.387], [2.629, -6.450, -4.788], [2.175, -5.631, -2.246], [1.761, 0.035, 1.689], [1.786, -1.207, 4.130], [3.777, -3.086, 3.985], [4.775, -2.926, 1.491], [6.010, -1.228, 1.026], [8.333, -0.122, 0.099], [7.677, 1.086, -2.255], [4.994, 0.638, -2.594], [-3.465, 6.756, 0.731], [-4.233, 5.874, -0.290], [-5.471, 5.303, 0.452], [-4.592, 6.683, -1.575], [-3.229, 4.800, -0.648], [-2.366, 3.943, -0.905], [-4.098, 7.215, 1.531], [-2.906, 7.539, 0.219], [-2.729, 6.107, 1.223], [-5.861, 6.010, 1.200], [-6.283, 4.969, -0.199], [-5.105, 4.413, 0.962], [-3.700, 7.111, -2.061], [-5.032, 6.024, -2.341], [-5.308, 7.535, -1.430]], "lowdin_charge": [1.237, -0.093, -0.087, -0.217, -0.201, -0.093, -0.102, -0.204, -0.195, -0.395, 0.118, 0.097, 0.090, 0.092, 0.041, 0.080, 0.100, 0.114, 0.097, 0.111, 0.096, 0.123, -0.102, -0.065, -0.086, 1.112, 1.104, -0.283, -0.228, -0.229, -0.293, -0.455, -0.410, -0.140, -0.083, -0.077, -0.162, -0.169, -0.103, -0.083, -0.158, -0.166, -0.086, -0.080, -0.180, -0.137, -0.085, -0.101, -0.166, 0.051, 0.078, 0.076, 0.093, 0.087, 0.092, 0.094, 0.088, 0.085, 0.087, 0.091, 0.079, 0.048, 0.093, 0.102, 0.100, 0.080, 0.095, 0.094, 0.088, -0.076, -0.598, -0.057, -0.074, -0.244, -0.220, 0.081, 0.072, 0.067, 0.071, 0.076, 0.070, 0.073, 0.075, 0.088]}


3.
{"formula": "C9H13FN4O3", "method": "ωB97M-V/def2-TZVPD", "homo_ev": -9.578, "de_lowest_kj_mol": 0.00, "smiles": "CNC(=O)CNC(C)=O.Oc1ncc(F)cn1", "orbital_gap_ev": 9.89, "lumo_energy_ha": 0.0116, "symbols": ["O", "O", "F", "N", "N", "O", "C", "C", "C", "C", "C", "C", "N", "N", "C", "C", "C", "H", "H", "H", "H", "H", "H", "H", "H", "H", "H", "H", "H", "H"], "coordinates": [[1.464, 1.072, 0.658], [-0.075, 1.846, -2.683], [2.435, -1.416, 3.226], [-1.000, -1.105, 2.133], [-0.157, -3.199, 1.440], [-2.240, -2.619, 0.914], [1.559, 0.210, -0.207], [-0.874, 1.664, -1.767], [-1.106, -2.279, 1.529], [0.176, -0.812, 2.697], [1.015, -2.912, 2.016], [1.237, -1.707, 2.664], [-1.862, 2.522, -1.492], [0.528, -0.222, -0.930], [2.893, -0.444, -0.475], [-2.100, 3.757, -2.236], [-0.795, 0.408, -0.892], [-2.055, -3.518, 0.611], [0.307, 0.150, 3.183], [1.820, -3.639, 1.968], [-2.460, 2.316, -0.707], [0.709, -0.889, -1.660], [2.795, -1.524, -0.391], [3.223, -0.173, -1.476], [3.613, -0.083, 0.258], [-3.042, 4.210, -1.926], [-2.139, 3.541, -3.306], [-1.283, 4.458, -2.054], [-1.550, -0.301, -1.230], [-1.033, 0.689, 0.134]], "lowdin_charge": [0.040, 0.048, 0.062, 0.160, 0.134, 0.091, -0.569, -0.488, -0.491, -0.041, -0.045, -0.248, 0.008, 0.079, 0.006, -0.059, -0.081, 0.112, 0.132, 0.126, 0.136, 0.146, 0.074, 0.087, 0.088, 0.082, 0.086, 0.088, 0.129, 0.108]}


4.
{"formula": "CH14F2O6Zr", "method": "ωB97M-V/def2-TZVPD", "charge": 2, "homo_ev": -15.532, "orbital_gap_ev": 3.34, "lumo_energy_ha": -0.4480, "symbols": ["Zr", "F", "F", "C", "O", "H", "H", "H", "H", "O", "H", "H", "O", "H", "H", "O", "H", "H", "O", "H", "H", "O", "H", "H"], "coordinates": [[-0.726, 1.811, 1.144], [-0.466, -0.048, -0.062], [0.961, 1.054, 2.250], [1.721, -0.209, -2.696], [0.916, -1.184, -2.103], [1.218, 0.744, -2.529], [2.710, -0.197, -2.239], [1.867, -0.349, -3.767], [0.400, -0.722, -1.438], [-1.584, 0.088, 2.589], [-1.058, -0.484, 3.148], [-2.378, 0.256, 3.096], [-2.834, 1.171, 0.551], [-3.594, 1.736, 0.689], [-3.141, 0.500, -0.058], [1.259, 2.114, -0.308], [1.428, 2.614, -1.107], [2.085, 2.146, 0.174], [2.619, -1.148, 0.326], [2.375, -1.540, 1.165], [1.842, -1.257, -0.223], [-1.743, -2.639, 0.220], [-1.517, -1.709, 0.234], [-2.360, -2.747, 0.945]], "lowdin_charge": [2.342, -0.376, -0.391, -0.148, -0.101, 0.055, 0.087, 0.100, 0.002, -0.069, 0.121, 0.106, -0.076, 0.122, 0.129, -0.068, 0.104, 0.100, -0.036, 0.039, -0.016, -0.020, -0.042, 0.035]}


5.
{"formula": "C10H16N2S", "method": "ωB97M-V/def2-TZVPD", "homo_ev": -8.557, "de_lowest_kj_mol": 480.87, "orbital_gap_ev": 9.38, "lumo_energy_ha": 0.0304, "symbols": ["C", "C", "C", "C", "C", "C", "C", "C", "C", "C", "H", "H", "H", "H", "H", "H", "H", "H", "H", "H", "H", "H", "H", "H", "H", "H", "N", "N", "S"], "coordinates": [[2.249, 1.033, 0.299], [1.319, 0.927, -0.781], [0.901, 2.294, -1.353], [-0.401, 2.004, -2.236], [-0.839, 0.495, -1.816], [-0.623, 0.365, 0.645], [-1.596, -0.550, 1.091], [-0.996, -1.912, 1.191], [-1.278, -2.815, 2.209], [-0.134, -3.868, 2.138], [2.554, 0.046, 0.599], [3.052, 1.601, -0.135], [1.710, 1.398, 1.429], [2.055, 0.619, -1.718], [1.660, 2.583, -1.992], [0.514, 3.019, -0.535], [-0.029, 1.962, -3.340], [-1.096, 2.752, -2.174], [-0.677, -0.389, -2.609], [-1.904, 0.578, -1.473], [-1.259, 1.369, 0.350], [0.195, 0.665, 1.323], [-2.304, -0.531, 0.145], [-2.152, -0.154, 1.949], [-1.943, -2.603, 3.101], [-0.078, -4.777, 2.864], [0.120, 0.016, -0.667], [0.706, -3.664, 1.208], [0.274, -2.468, 0.284]], "lowdin_charge": [-0.106, -0.458, -0.158, -0.133, -0.133, -0.275, -0.231, -0.548, -0.070, -0.277, 0.067, 0.082, 0.159, 0.191, 0.070, 0.138, 0.123, 0.047, 0.145, 0.089, 0.165, 0.084, 0.145, 0.135, 0.111, 0.123, -0.162, -0.362, 1.041]}


6.
{"formula": "C33H30N7O2PS2Ti", "method": "ωB97M-V/def2-TZVPD", "s_squared": 2.02, "homo_ev": [-5.657, -7.379], "spin_multiplicity": 3, "de_lowest_kj_mol": 113.81, "orbital_gap_ev": [6.13, 7.08], "lumo_energy_ha": [0.0175, -0.0109], "symbols": ["Ti", "N", "C", "S", "N", "N", "C", "C", "C", "C", "C", "C", "C", "C", "C", "C", "C", "C", "N", "H", "H", "H", "H", "H", "H", "H", "H", "H", "H", "H", "O", "C", "O", "C", "C", "C", "C", "C", "C", "P", "C", "C", "C", "C", "C", "C", "C", "C", "C", "C", "C", "C", "H", "H", "H", "H", "H", "H", "H", "H", "H", "H", "H", "H", "H", "H", "N", "N", "C", "N", "S", "H", "H", "H", "H", "H"], "coordinates": [[-18.926, -5.083, -3.393], [-19.718, -8.305, -6.352], [-19.798, -7.493, -5.269], [-18.393, -7.402, -4.154], [-20.825, -6.705, -5.174], [-20.737, -5.879, -4.099], [-21.961, -5.428, -3.633], [-23.198, -6.126, -4.156], [-23.401, -7.475, -3.962], [-24.540, -8.050, -4.435], [-25.556, -7.315, -5.006], [-25.475, -5.922, -5.103], [-24.258, -5.308, -4.817], [-21.859, -4.570, -2.499], [-22.937, -4.012, -1.831], [-22.813, -3.088, -0.836], [-21.497, -2.716, -0.515], [-20.416, -3.286, -1.148], [-20.520, -4.126, -2.186], [-19.232, -9.165, -6.155], [-20.725, -8.407, -6.677], [-22.619, -8.009, -3.432], [-24.674, -9.097, -4.304], [-26.469, -7.922, -5.280], [-26.319, -5.373, -5.492], [-23.990, -4.296, -4.845], [-23.919, -4.339, -2.257], [-23.705, -2.563, -0.357], [-21.443, -1.944, 0.241], [-19.388, -3.094, -0.871], [-15.657, -2.953, -2.625], [-16.523, -3.477, -1.892], [-17.762, -3.618, -2.285], [-16.068, -4.138, -0.625], [-15.042, -3.484, 0.088], [-14.467, -3.995, 1.249], [-14.893, -5.223, 1.653], [-15.993, -5.796, 1.050], [-16.583, -5.338, -0.154], [-18.090, -6.169, -0.885], [-17.600, -7.850, -0.601], [-16.662, -8.514, -1.415], [-16.398, -9.829, -1.236], [-17.066, -10.607, -0.293], [-18.013, -9.979, 0.481], [-18.270, -8.639, 0.340], [-19.392, -5.932, 0.340], [-19.179, -5.207, 1.577], [-20.194, -5.015, 2.444], [-21.486, -5.496, 2.172], [-21.767, -5.983, 0.908], [-20.726, -6.232, 0.009], [-14.653, -2.518, -0.213], [-13.624, -3.465, 1.716], [-14.513, -5.558, 2.603], [-16.467, -6.685, 1.344], [-16.237, -7.801, -2.238], [-15.779, -10.323, -1.996], [-16.978, -11.692, -0.320], [-18.646, -10.618, 1.095], [-18.973, -8.119, 0.982], [-18.271, -4.656, 1.662], [-20.095, -4.480, 3.408], [-22.313, -5.425, 2.874], [-22.848, -6.125, 0.725], [-21.061, -6.731, -0.936], [-17.032, -4.682, -4.742], [-16.806, -3.380, -5.157], [-17.896, -2.625, -5.467], [-17.572, -1.424, -5.958], [-19.424, -3.181, -5.129], [-16.313, -4.991, -4.137], [-17.101, -5.303, -5.559], [-16.154, -2.888, -4.550], [-16.650, -1.354, -6.321], [-18.286, -0.757, -6.032]], "lowdin_spin": [1.171, 0.025, 0.044, -0.005, -0.007, 0.129, 0.180, 0.015, 0.010, 0.000, 0.007, 0.000, 0.013, 0.063, 0.042, 0.042, 0.078, 0.028, 0.103, 0.001, 0.001, 0.000, 0.000, 0.000, 0.000, 0.002, 0.000, 0.001, 0.003, 0.000, 0.000, 0.002, 0.016, 0.000, 0.000, 0.000, 0.000, 0.000, 0.001, 0.007, 0.000, 0.000, 0.000, 0.000, 0.000, -0.001, 0.002, 0.000, 0.001, 0.000, 0.001, 0.001, 0.000, 0.000, 0.000, 0.000, 0.000, 0.000, 0.000, 0.000, 0.000, 0.000, 0.000, 0.000, 0.000, 0.001, 0.009, 0.002, 0.004, 0.002, 0.000, 0.003, 0.002, 0.000, 0.000, 0.000]}